1.
C37H36BaN5O2Si as an isolated structure, computed with ωB97M-V/def2-TZVPD.

XYZ file:
```
82
Properties=species:S:1:pos:R:3:forces:R:3
Ba 1.64707 0.80106 -1.09278 -1.6 0.6 1.5
O 5.75436 -0.78496 0.10109 0.0 0.1 0.0
C 4.71121 -0.12605 -0.00261 0.0 0.2 -0.3
N 4.10986 0.39862 -1.08401 1.4 -0.4 -0.1
C 4.76847 0.32744 -2.35311 -0.1 -0.1 0.3
C 6.16132 0.39328 -2.46835 -0.1 0.1 0.0
C 6.79646 0.37776 -3.70029 -0.1 0.0 0.0
C 6.03760 0.28860 -4.85713 -0.1 0.0 0.1
C 4.65314 0.22826 -4.77260 0.0 0.1 0.1
C 3.98712 0.25736 -3.53640 -0.3 -0.1 -0.1
N 2.56517 0.29168 -3.40703 0.5 -0.3 -1.0
C 1.77223 -0.11661 -4.40549 0.2 0.1 0.2
O 2.04275 -0.65246 -5.48945 0.0 0.0 0.0
C 0.26978 0.10409 -4.14624 0.0 0.0 0.2
C -0.63271 -0.26286 -5.14121 -0.1 0.0 0.0
C -1.98916 -0.11067 -4.91253 0.1 0.0 0.0
C -2.41993 0.42355 -3.70289 -0.1 0.0 -0.1
C -1.46126 0.78632 -2.78098 0.4 0.1 0.0
N -0.14586 0.62384 -2.98229 -0.8 -0.1 -1.1
C 3.99905 0.16746 1.32365 0.0 0.0 -0.2
C 4.79191 0.32695 2.45889 -0.1 0.0 0.1
C 4.17913 0.59174 3.66923 0.1 0.0 0.0
C 2.79151 0.67209 3.72461 0.1 0.0 0.1
C 2.08369 0.49186 2.55674 0.1 -0.1 -0.4
N 2.66424 0.25433 1.36895 0.5 -0.1 0.7
H 6.74646 0.45416 -1.56456 0.0 0.0 0.0
H 7.87835 0.42451 -3.74899 0.0 0.0 0.0
H 6.51514 0.26458 -5.83040 0.0 0.0 0.0
H 4.06221 0.15683 -5.67103 0.0 0.0 0.0
H -0.22723 -0.66759 -6.05745 0.0 0.0 0.0
H -2.70848 -0.40432 -5.66792 0.0 0.0 0.0
H -3.47158 0.56289 -3.48028 0.1 0.0 0.0
H -1.73427 1.22320 -1.82667 0.1 0.0 -0.1
H 5.86230 0.22324 2.35183 0.0 0.0 0.0
H 4.77236 0.73254 4.56612 0.0 0.0 0.0
H 2.26253 0.86445 4.65007 0.0 0.0 0.0
H 1.00427 0.54522 2.55353 0.0 0.0 -0.1
C -0.64478 2.21431 0.39809 0.1 0.4 0.0
Si -1.83860 1.10682 1.13240 -0.1 -0.2 0.0
C -1.95457 -0.61682 0.29131 0.0 -0.3 -0.1
N -0.70409 -1.36024 -0.01208 -0.1 0.2 -0.1
C -0.88019 -2.26621 -1.15471 0.1 0.0 0.2
C -1.89494 -3.38542 -0.90059 -0.1 0.0 0.1
C -1.79108 -3.90814 0.54355 0.0 0.0 0.0
C -0.41248 -3.60004 1.11965 -0.1 0.0 0.0
C -0.16352 -2.08848 1.16093 -0.3 0.0 -0.1
C -3.67902 1.63582 1.01904 -0.2 0.1 -0.1
C -4.30958 1.73769 -0.23192 0.0 0.0 0.1
C -5.60142 2.23133 -0.37296 0.1 0.0 0.1
C -6.31191 2.64440 0.74813 0.1 0.0 0.0
C -5.71777 2.55354 2.00067 0.1 0.0 0.0
C -4.42272 2.05453 2.12987 -0.1 0.0 -0.1
C -1.59770 0.83358 2.99476 0.1 0.0 0.2
C -2.30888 -0.16346 3.67549 0.1 0.0 0.0
C -2.17843 -0.34911 5.04597 0.1 0.1 0.0
C -1.32809 0.47285 5.77963 0.0 0.0 -0.1
C -0.62359 1.48198 5.13337 -0.1 0.0 -0.1
C -0.76207 1.65932 3.75775 -0.2 0.0 0.1
H -0.24693 2.94488 1.11762 0.0 -0.1 -0.1
H -1.12670 2.79712 -0.40564 0.2 -0.1 0.0
H -2.45223 -0.42727 -0.66968 0.0 0.0 0.1
H -2.66885 -1.25400 0.84638 0.0 0.1 -0.1
H 0.09368 -2.70032 -1.41091 0.0 0.1 0.1
H -1.19495 -1.68578 -2.01779 0.0 0.1 -0.1
H -1.71341 -4.19176 -1.61712 0.0 0.0 0.0
H -2.90380 -3.01501 -1.09570 0.0 0.0 0.0
H -1.98457 -4.98069 0.57276 0.0 -0.1 0.0
H -2.55084 -3.43507 1.17280 0.0 0.0 0.0
H 0.35429 -4.09782 0.51724 0.0 0.0 0.0
H -0.31723 -3.99464 2.13278 0.0 0.0 0.0
H 0.90412 -1.91208 1.25528 0.3 0.1 0.0
H -0.63405 -1.68099 2.05747 0.0 0.1 0.0
H -3.77922 1.42608 -1.13053 0.0 0.1 0.1
H -6.05358 2.29859 -1.35699 0.0 0.0 0.0
H -7.31894 3.03256 0.64543 0.0 0.0 0.0
H -6.26368 2.87269 2.88371 0.0 0.0 -0.1
H -3.98229 1.99561 3.12152 0.0 0.0 -0.1
H -2.98491 -0.81027 3.11999 0.1 0.1 0.0
H -2.74274 -1.12939 5.54491 0.0 0.0 0.0
H -1.22133 0.33009 6.84929 0.0 0.0 0.0
H 0.03168 2.13562 5.70045 0.0 0.0 0.0
H -0.21719 2.46117 3.26632 0.0 -0.1 0.0
```
Forces are in eV/Å.

Output
Orbital gap = 6.7 eV
Calculated total energy = -59074.5731 eV
Total charge = -1

Results of the Mulliken charge analysis, in e, for atoms 1 through 6: 1.72, -0.72, 0.18, -0.41, 0.02, -0.24

2.
One molecule with the formula C12H16ClNO, computed with ωB97M-V/def2-TZVPD.

XYZ file:
```
31
Properties=species:S:1:pos:R:3:forces:R:3
C 4.24468 -1.61072 -0.91683 0.1 0.2 0.0
C 4.40910 -0.26327 -0.22244 -0.2 -0.2 0.1
C 3.20324 0.12369 0.63113 0.1 0.2 -0.2
C 1.94359 0.38405 -0.19015 0.3 -0.1 0.5
C 0.82218 0.93091 0.67835 0.1 0.0 -0.6
O 0.92755 1.16912 1.86038 0.1 0.0 0.4
N -0.32661 1.15381 -0.00958 -0.4 0.2 -0.2
C -1.55020 1.56939 0.64278 0.1 0.1 0.2
C -2.69817 0.65954 0.30230 0.1 0.0 0.0
C -3.81153 1.14753 -0.37087 0.0 -0.1 0.1
C -4.87046 0.32176 -0.70320 -0.1 0.0 0.0
C -4.82789 -1.02105 -0.36981 0.0 0.1 0.0
C -3.72899 -1.53177 0.29739 0.1 0.0 0.1
C -2.67509 -0.69531 0.62959 -0.2 0.1 -0.1
Cl -1.31797 -1.36058 1.47605 0.0 -0.1 0.1
H 5.16200 -1.88406 -1.43370 0.0 -0.1 -0.1
H 3.44222 -1.58044 -1.64986 -0.1 -0.1 -0.1
H 4.01775 -2.38679 -0.18913 0.0 -0.1 0.0
H 4.58794 0.51223 -0.97150 0.1 0.1 0.0
H 5.28876 -0.30560 0.42342 0.0 0.1 0.0
H 2.99616 -0.66537 1.35609 0.0 0.0 0.1
H 3.43466 1.02831 1.19646 0.0 -0.1 0.1
H 2.15436 1.11053 -0.97996 0.0 0.0 -0.1
H 1.59288 -0.53691 -0.66065 0.0 0.0 -0.1
H -0.38167 0.91373 -0.98634 0.1 0.0 0.1
H -1.33649 1.54561 1.71707 -0.1 0.1 -0.2
H -1.79782 2.59848 0.35731 0.0 -0.1 0.1
H -3.84591 2.19544 -0.63152 0.0 0.1 0.0
H -5.72593 0.72587 -1.22254 -0.1 0.0 0.0
H -5.64886 -1.67286 -0.62636 -0.1 -0.1 0.0
H -3.68346 -2.57525 0.56613 0.0 -0.1 0.0
```
Forces are in eV/Å.

Output
Orbital gap = 10.0 eV
Calculated total energy = -28764.5971 eV
Energy above the lowest of the compared OMol25 structures with the same formula, charge and spin = 0.0 kJ/mol
SMILES string = CCCCC(=O)NCc1ccccc1Cl

Results of the Mulliken charge analysis, in e, for atoms 1 through 6: -1.14, -0.48, -0.48, -0.56, 0.44, -0.66

3.
One molecule with the formula C4H7OPS2, computed with ωB97M-V/def2-TZVPD.

XYZ file:
```
15
Properties=species:S:1:pos:R:3:forces:R:3
O 0.97076 -4.75385 -0.28134 0.1 -0.8 0.1
P -0.03151 -4.38290 0.73518 0.1 1.0 -0.5
C -0.02341 -2.52025 0.38787 -2.7 0.9 -1.1
S 1.34195 -1.76064 1.17510 0.6 2.1 -1.1
C 1.27330 -0.09108 0.17797 2.6 -0.4 1.3
C 0.07291 0.73802 0.28490 -3.4 -2.7 3.1
C -1.23552 -0.03322 -0.15391 0.0 -0.6 -2.0
S -1.66297 -1.55883 0.77318 1.0 -0.3 0.2
H -0.05666 -2.39912 -0.74710 0.7 -0.5 1.3
H 1.40034 -0.25480 -0.90067 0.7 -0.6 0.4
H 2.12143 0.54958 0.66007 -1.1 -1.5 -1.2
H -0.05523 1.02456 1.35227 -0.1 0.3 -0.7
H 0.21575 1.53468 -0.33478 0.2 2.5 -1.5
H -2.21132 0.56737 -0.18574 1.6 -0.6 0.1
H -1.05264 -0.48075 -1.22882 -0.4 1.3 1.7
```
Forces are in eV/Å.

Output
Orbital gap = 7.5 eV
Calculated total energy = -37266.7939 eV
Energy above the lowest of the compared OMol25 structures with the same formula, charge and spin = 168.4 kJ/mol
SMILES string = O=PC1SCCCS1

Results of the Mulliken charge analysis, in e, for atoms 1 through 6: -0.40, 0.34, -0.21, -0.06, -0.73, -0.38

4.
A 2-piece molecular cluster, C4H8N2O2 overall, computed with ωB97M-V/def2-TZVPD.

XYZ file:
```
16
Properties=species:S:1:pos:R:3:forces:R:3
C 0.64908 2.84978 0.81345 -0.1 0.2 -0.2
C 0.39615 1.55234 0.83593 -0.1 -0.1 0.4
N 0.83883 0.63984 -0.10441 0.5 0.1 -0.2
C 0.85293 -0.69135 0.17519 0.4 -0.3 0.0
O 0.39868 -1.18770 1.17351 0.0 -0.2 0.4
O 1.53436 -1.38374 -0.76258 0.4 0.4 -0.2
H 1.22345 3.30339 0.02413 0.2 0.1 -0.2
H 0.25533 3.50613 1.56359 -0.1 0.1 0.2
H -0.16769 1.08098 1.63229 0.0 0.1 0.0
H 1.33939 0.95989 -0.91741 0.0 -0.1 0.0
H 1.46042 -2.32359 -0.57105 -0.1 0.0 0.2
C -1.78700 -1.98383 -0.54719 -0.8 -0.6 0.3
N -1.17132 -1.06247 -1.11741 0.1 0.6 -0.8
H -1.22604 -2.66401 0.08305 0.1 -0.1 0.1
H -2.86361 -2.16493 -0.59746 -0.1 0.1 -0.1
H -1.73293 -0.43080 -1.68363 -0.3 -0.2 0.0
```
Forces are in eV/Å.

Output
Orbital gap = 9.6 eV
Calculated total energy = -11352.1111 eV
Energy above the lowest of the compared OMol25 structures with the same formula, charge and spin = 193.1 kJ/mol
SMILES string = C=CNC(=O)O.C=N

Results of the Mulliken charge analysis, in e, for atoms 1 through 6: -0.84, 0.09, -0.17, 0.57, -0.60, -0.49

5.
C38H41I2NO2PSbSc as an isolated structure, computed with ωB97M-V/def2-TZVPD.

XYZ file:
```
87
Properties=species:S:1:pos:R:3:forces:R:3
Sc -0.97657 0.88918 0.78608 -0.3 -0.1 0.4
I -2.77425 5.77513 0.37331 -0.1 -0.2 0.0
C -3.75824 3.94448 0.71360 0.2 0.3 0.0
C -5.08646 3.93505 1.14703 0.0 0.0 0.0
C -5.62569 2.72008 1.51876 -0.2 0.0 0.1
I -7.56729 2.76414 2.35958 0.1 0.0 -0.1
C -4.94188 1.50945 1.37897 0.1 -0.1 -0.2
C -5.34981 0.20795 1.90371 0.0 0.0 0.0
C -4.48776 -0.81087 1.92481 -0.1 0.0 -0.1
C -3.10495 -0.72573 1.33974 0.4 0.2 0.1
N -2.95857 0.42595 0.42518 -0.2 -0.1 -0.1
C -3.68145 1.53831 0.75784 0.0 0.3 0.0
C -3.01165 2.78785 0.60943 -0.3 0.0 0.2
O -1.68197 2.74529 0.48158 -0.1 0.0 0.0
H -5.64281 4.85505 1.23964 0.0 0.0 0.0
H -6.33267 0.11429 2.34870 0.0 0.0 0.0
H -4.76631 -1.75038 2.39099 0.0 0.0 0.0
H -2.93072 -1.63843 0.75752 0.0 0.0 0.0
O 1.03432 0.46617 0.58116 0.6 -0.1 0.1
C 2.02989 -0.05974 -0.00187 0.2 -0.5 0.3
C 2.70257 0.76328 -1.03370 -0.3 0.4 -0.5
C 4.06783 0.56933 -1.27786 -0.1 0.0 0.1
C 4.68290 1.15094 -2.36409 0.1 0.0 -0.1
C 3.92948 1.88718 -3.27929 0.0 0.0 0.0
C 2.57645 2.06783 -3.07068 0.0 0.0 0.0
C 1.94765 1.53510 -1.94175 0.2 -0.1 0.1
P 0.23609 1.99309 -1.48580 0.1 0.5 -0.6
C 0.67209 3.69867 -0.92906 0.0 0.0 0.0
C 0.63611 4.80269 -1.77286 0.0 0.0 0.0
C 1.03189 6.05295 -1.31651 0.0 0.0 0.0
C 1.47700 6.21462 -0.01497 0.0 0.0 0.0
C 1.53837 5.11315 0.82774 0.0 0.0 0.0
C 1.14283 3.86747 0.37195 0.0 0.0 -0.1
C -0.64357 2.26754 -3.06206 0.0 -0.2 0.0
C -1.74971 3.11897 -3.08097 0.0 0.0 0.1
C -2.55196 3.20068 -4.20788 0.0 0.0 0.0
C -2.27144 2.42143 -5.32236 0.0 0.0 0.0
C -1.19340 1.54856 -5.30058 0.0 0.0 0.0
C -0.38903 1.46469 -4.17345 0.0 0.1 0.1
H 4.62601 -0.05567 -0.59047 0.0 0.0 0.0
H 5.74488 1.01191 -2.52597 0.0 0.0 0.0
H 4.40753 2.32387 -4.14738 0.0 0.0 0.0
H 2.00323 2.65840 -3.77557 0.0 0.0 0.0
H 0.29286 4.69797 -2.79377 0.0 0.0 0.0
H 0.98471 6.90517 -1.98367 0.0 0.0 0.0
H 1.77260 7.19225 0.34463 0.0 0.0 0.0
H 1.88998 5.22466 1.84571 0.0 0.0 0.0
H 1.21671 3.00971 1.02995 0.0 0.0 0.0
H -1.98420 3.70842 -2.20054 0.0 0.0 0.0
H -3.40657 3.86528 -4.21145 0.0 0.0 0.0
H -2.90134 2.48470 -6.20090 0.0 0.0 0.0
H -0.98128 0.92237 -6.15838 0.0 0.0 0.0
H 0.44314 0.77089 -4.14918 0.0 0.0 -0.1
C -1.93347 -0.53208 2.34706 -0.1 -0.4 -0.1
H -2.32529 -0.05670 3.25542 0.1 0.1 0.0
H -1.49873 -1.49119 2.65253 0.1 0.1 0.0
C 3.07445 -5.66737 1.14587 0.0 0.1 0.0
C 3.28139 -4.18915 1.45999 -0.2 0.2 -0.1
C 4.24577 -3.56730 0.44829 0.0 0.0 0.1
Sb 1.58333 -2.77005 1.68992 -0.3 -0.4 0.5
C 0.13842 -3.41352 0.15597 0.2 0.1 0.0
C -0.02636 -4.91919 -0.00520 0.0 0.1 0.0
C 0.41508 -2.75147 -1.19343 -0.1 0.0 0.0
C 0.45881 -3.72941 3.37667 0.2 0.0 -0.3
C 0.79509 -5.16253 3.77000 0.0 0.1 0.0
C 0.62452 -2.79038 4.56886 -0.1 0.0 0.0
H 4.00328 -6.22066 1.33245 0.0 0.0 0.0
H 2.82510 -5.81175 0.09387 0.0 0.0 0.0
H 2.29151 -6.12641 1.74397 0.0 0.0 0.0
H 3.73411 -4.10730 2.45495 0.0 0.0 0.0
H 3.82066 -3.59169 -0.55852 0.0 0.0 0.0
H 5.19269 -4.11973 0.41996 0.0 0.0 0.0
H 4.46316 -2.52478 0.68728 0.0 0.0 0.0
H -0.79493 -3.00199 0.55662 0.0 0.0 0.1
H 0.82896 -5.34692 -0.52901 0.0 0.0 0.0
H -0.91956 -5.14336 -0.59989 0.0 0.0 0.0
H -0.12837 -5.42980 0.95226 0.0 0.0 0.0
H 1.40010 -3.02694 -1.57774 0.0 0.0 0.0
H 0.38560 -1.66339 -1.12308 0.1 0.0 0.0
H -0.33321 -3.06232 -1.93220 0.0 0.0 0.0
H -0.58263 -3.68509 3.04130 0.0 0.0 0.0
H 1.85100 -5.26449 4.03518 0.0 0.0 0.0
H 0.57635 -5.86995 2.97037 0.0 0.0 0.0
H 0.20786 -5.46822 4.64518 0.0 0.0 0.0
H 1.67692 -2.70282 4.85786 0.0 0.0 0.0
H 0.06970 -3.15520 5.44114 0.0 0.0 0.0
H 0.26314 -1.78817 4.33151 0.0 0.0 0.0
```
Forces are in eV/Å.

Output
Orbital gap = 6.2 eV
Calculated total energy = -98384.9000 eV
Energy above the lowest of the compared OMol25 structures with the same formula, charge and spin = 51.8 kJ/mol
Total charge = -1

Results of the Mulliken charge analysis, in e, for atoms 1 through 6: 0.16, -0.08, -0.32, -0.55, -0.03, -0.05

no.,LUMO (eV),HOMO energy (hartree)
1,2.35,-0.1591
2,0.78,-0.3380
3,-1.10,-0.3153
4,0.89,-0.3188
5,2.28,-0.1457